The following is a DFT calculation (ωB97M-V with the def2-TZVPD basis set) of C3H5NO3 in the gas phase.

Structure (XYZ):
```
12
Properties=species:S:1:pos:R:3:forces:R:3:nbo_charge:R:1
N 0.131 1.465 1.111 0.009 0.012 -0.106 -0.839
C -0.198 0.149 0.806 0.313 -0.308 0.111 0.397
O -1.305 -0.013 -0.021 0.070 -0.064 -0.139 -0.239
C 0.404 -0.960 1.229 -0.079 0.136 0.078 -0.476
O 0.368 -1.420 -1.591 -0.327 0.480 -0.333 -0.539
C -0.012 -0.347 -1.947 0.217 -0.425 0.046 0.623
O -0.926 0.459 -1.346 0.191 0.141 0.164 -0.276
H 1.122 1.658 1.128 -0.149 0.009 0.012 0.387
H -0.397 2.164 0.609 0.027 -0.113 0.000 0.392
H 1.250 -0.929 1.904 -0.206 0.049 0.122 0.206
H 0.072 -1.908 0.830 0.114 0.131 0.070 0.236
H 0.356 0.205 -2.827 -0.180 -0.049 -0.025 0.127
```
Positions in Å, forces in eV/Å.

- Relative energy (zero: lowest compared OMol25 entry of this formula, charge and spin): 4.569 eV
- HOMO-LUMO gap: 9.47 eV
- Structure (SMILES): C=C(N)OOC=O
- Total charge: 0
- E_LUMO: 0.726 eV
- HOMO: -0.3215 Eh